A molecular structure, C56H41N2O5P2RuS2 at a distorted geometry, computed with wB97M-V/def2-TZVPD.

Output
<S²>   0.77
LUMO level (spin up / spin down)   -6.693 / -6.576 eV
Kohn-Sham gap (spin up / spin down)   5.63 / 5.67 eV
Total charge   +2
2S+1   2

Last column: Löwdin spin population.
Cartesian coordinates (Å):
H  3.45  2.55  0.99  0.000
H  3.66  0.48  -2.18  0.000
C  -1.42  -4.32  0.14  0.000
C  4.85  0.06  0.53  -0.001
C  -0.21  0.01  -3.82  0.000
H  -4.04  -2.80  -4.59  0.000
C  -1.02  -5.33  -2.11  0.001
C  0.21  0.01  3.23  -0.003
S  2.29  -2.83  3.84  0.062
C  0.24  2.10  -4.91  0.000
H  0.72  0.18  -5.73  0.000
C  0.46  0.05  5.66  0.000
C  -0.80  -4.33  -1.20  0.000
C  5.00  -2.62  -0.14  0.000
H  -2.36  -1.12  -4.00  0.000
H  -3.31  1.03  -2.57  0.000
H  -6.41  2.92  2.63  0.000
S  -0.98  -0.43  1.96  -0.018
H  2.88  -2.55  -0.33  0.000
O  1.63  -1.19  -1.97  0.052
H  1.68  2.23  7.22  0.000
P  -1.34  -0.23  -1.27  -0.005
H  2.67  -3.01  -4.19  0.000
H  2.82  4.50  -3.36  0.000
C  -3.23  -2.16  -0.88  -0.001
H  4.29  2.41  5.94  0.000
O  -2.13  -5.39  0.45  0.000
C  1.67  -2.19  -2.74  0.002
C  -5.87  3.45  0.58  0.000
C  -5.60  3.42  2.09  0.000
C  1.76  3.80  -1.64  0.000
H  4.21  3.53  3.10  0.000
N  1.24  -2.44  1.32  0.018
C  -0.74  0.69  -2.72  0.002
H  6.98  -0.03  0.73  0.000
H  0.84  2.83  0.03  0.000
H  2.88  0.96  7.13  0.000
H  -3.88  2.63  4.35  0.000
C  -0.18  -0.39  4.50  -0.001
H  -1.92  1.20  4.06  0.000
C  6.16  -1.92  0.16  0.000
C  -4.79  2.62  -0.03  0.000
C  2.65  3.67  -2.70  -0.003
H  5.04  -3.66  -0.41  0.000
H  -5.52  4.42  2.52  0.000
H  -5.15  -4.13  -2.84  0.000
C  2.24  1.54  -0.96  -0.002
O  -1.84  -1.43  2.56  -0.006
O  -1.26  -3.39  0.92  0.012
H  -0.19  -1.07  -3.83  0.000
H  -5.19  2.52  -2.13  0.000
H  0.11  -0.27  6.63  0.000
H  -1.71  -6.13  -1.87  0.000
C  1.49  0.95  5.52  0.000
H  1.12  -4.26  -4.49  0.000
H  0.61  2.65  -5.77  0.000
C  6.08  -0.58  0.50  0.000
C  0.77  -3.28  -2.60  0.001
H  -2.50  -5.32  1.34  0.000
H  7.11  -2.42  0.11  0.000
C  2.31  1.67  6.53  0.000
C  3.24  2.59  5.71  0.000
P  2.04  0.21  0.25  -0.032
H  4.02  2.38  -3.71  0.000
H  4.83  1.11  0.77  0.000
C  3.33  2.47  -2.89  0.000
H  -5.85  4.46  0.18  0.000
H  3.04  3.64  5.90  0.000
C  1.67  -2.61  2.40  0.019
C  -4.33  2.66  2.25  0.000
C  3.68  -0.63  0.25  -0.005
C  1.54  2.73  -0.79  -0.002
C  -2.54  -1.46  -1.87  -0.002
H  -4.70  -3.65  -0.46  0.000
H  -1.04  -1.03  4.56  0.000
C  1.38  0.79  3.02  -0.001
C  -2.79  1.35  0.77  0.000
C  -4.17  -3.11  -1.23  0.000
C  -4.55  2.22  -1.32  0.000
C  0.29  0.72  -4.90  0.000
C  -2.09  1.02  1.95  -0.005
C  -3.91  2.19  0.99  0.000
H  1.23  4.73  -1.49  0.000
C  -0.35  -5.29  -3.35  -0.002
C  3.02  2.18  1.91  -0.002
H  -1.17  2.63  -1.89  0.000
H  -3.03  -1.94  0.17  0.000
C  -3.79  -2.64  -3.55  0.000
H  -6.85  3.04  0.33  0.000
C  3.77  -1.98  -0.08  0.000
C  -2.58  0.94  -0.57  -0.002
Ru  0.21  -1.53  0.00  0.909
C  3.13  1.41  -2.03  -0.002
C  -4.43  -3.37  -2.56  -0.001
C  -2.84  -1.69  -3.21  -0.001
C  -3.60  2.32  3.36  0.000
C  0.57  -4.30  -3.56  0.001
C  -3.47  1.37  -1.56  0.000
C  -0.76  2.09  -2.73  0.000
C  2.95  2.26  4.28  0.000
C  -2.48  1.50  3.18  -0.001
C  3.46  2.75  3.11  0.000
C  -0.30  2.78  -3.84  0.000
C  2.07  1.17  1.83  -0.006
N  0.02  -3.29  -1.43  0.025
O  2.60  -2.17  -3.72  0.000
H  -0.36  3.86  -3.85  0.000
C  1.92  1.30  4.22  0.000
H  -0.53  -6.05  -4.09  0.000